33
Properties=species:S:1:pos:R:3:forces:R:3 method="wB97M-V/def2-TZVPD" charge=0 e_tot_ha=-840.83276 mol_weight_g_mol=198.165 relative_energy_ev=1.2891 lumo_ev=-0.2011 spin_multiplicity=1 homo_ha=-0.37802
O 16.3938 -15.3924 -15.9402 -0.807 0.092 0.376
H 16.0628 -15.1388 -16.8018 0.076 -0.061 -0.272
H 17.3310 -15.5329 -16.0750 0.339 0.035 0.151
O 14.9257 -13.4658 -18.5158 0.011 -0.101 -0.020
H 14.1858 -13.8308 -18.0306 -0.228 -0.065 0.269
H 14.8262 -13.8129 -19.4022 -0.012 0.005 -0.329
O 18.8810 -17.4850 -22.2434 -0.346 -0.633 -0.126
H 18.7701 -16.5942 -21.9112 0.122 0.549 0.100
H 19.8231 -17.5714 -22.3890 0.207 0.043 -0.172
O 18.0476 -13.2458 -22.3908 -0.247 -0.195 -0.464
H 18.9245 -13.5332 -22.6454 0.121 -0.058 -0.104
H 18.1063 -13.1049 -21.4458 0.125 0.344 0.627
O 19.5040 -18.0952 -19.4252 0.398 0.566 0.197
H 20.3097 -18.5561 -19.1912 0.139 -0.213 0.285
H 19.2806 -18.4287 -20.2942 -0.292 -0.235 -0.471
O 17.5763 -15.2954 -18.7191 -0.174 -0.101 0.311
H 18.3701 -15.5935 -19.1631 0.327 -0.166 -0.401
H 17.1544 -14.7106 -19.3485 0.006 0.295 -0.093
O 16.8748 -11.8155 -17.5147 0.644 0.439 0.183
H 16.9561 -12.0112 -16.5813 0.082 -0.084 0.291
H 16.1540 -12.3696 -17.8142 -0.509 -0.336 -0.283
O 19.8927 -15.3773 -20.6410 -0.122 0.174 -0.151
H 20.3347 -16.1514 -20.2922 0.021 -0.612 0.382
H 20.5994 -14.8343 -20.9902 0.103 0.390 -0.007
O 18.5519 -12.1874 -19.6830 0.474 -0.368 -0.739
H 18.2218 -12.2546 -18.7870 -0.540 0.078 0.699
H 18.9274 -11.3085 -19.7351 -0.009 0.215 -0.106
O 16.7925 -18.8199 -20.2984 -0.113 -0.235 0.205
H 16.1921 -18.8633 -21.0426 -0.116 -0.040 -0.220
H 17.3208 -18.0385 -20.4614 0.032 0.207 0.000
O 19.1221 -15.1843 -16.3048 0.489 -0.176 0.229
H 19.8265 -14.5493 -16.1754 0.125 0.129 0.209
H 18.8427 -15.0515 -17.2106 -0.325 0.118 -0.554